[1]
157
Properties=species:S:1:pos:R:3:forces:R:3 method="wB97M-V/def2-TZVPD" total_charge=+1 mol_weight_g_mol=991.167 lumo_energy_ha=-0.1740
O -1.192681 0.006493 -4.667545 4.6 -0.4 2.2
C -1.073795 -2.125029 5.453064 -0.1 0.3 0.0
H 2.457762 0.791995 -1.381609 -0.7 -2.4 -1.0
C -1.424724 -3.601285 2.541725 0.4 -0.6 0.5
H -0.096180 -3.024141 -3.810492 0.8 -1.0 0.9
C 2.361877 -0.596409 -8.996628 -0.5 0.1 -0.3
H 6.418208 -7.433707 -4.406316 0.0 0.1 -0.1
H -2.516990 -3.126745 -2.342238 0.3 -1.1 1.2
C -0.173936 4.085059 0.492031 1.9 0.3 0.1
H 2.677803 -2.291612 -2.736124 0.9 2.5 0.5
C 0.091297 6.155913 7.635344 -0.5 -0.3 0.1
H 0.959675 4.276826 5.534045 0.0 -0.1 -0.1
H -3.392339 2.947002 -3.804199 0.1 -0.1 2.6
H 2.797170 1.334405 -11.616963 0.0 -0.2 0.1
C -0.075304 -9.218013 -1.523420 0.0 0.0 -0.2
H -0.386616 4.062052 1.642860 0.2 -0.1 -2.3
C -2.957567 -7.744490 -0.986521 0.2 -0.5 0.5
O -2.081444 -7.272821 0.041274 0.1 0.0 -0.6
C 2.557924 2.789832 5.501905 -0.5 0.1 0.3
C -0.667600 -1.050971 -1.733705 -0.8 0.4 0.7
H 4.654782 -7.609682 -4.253081 0.2 0.0 0.1
O 0.352956 -3.345903 -0.272066 -2.8 1.3 -5.3
C 1.661711 3.829724 4.820321 0.4 -0.3 -0.1
H 0.961192 6.822702 7.597287 -0.2 0.0 0.0
C 3.603386 -4.873696 -2.192541 0.1 0.1 0.0
H -1.212791 7.492835 4.934188 0.1 -0.1 0.1
O -0.934978 -1.761718 4.081809 0.1 -0.4 0.1
C 3.131613 -1.217962 -2.480709 0.9 -0.2 1.0
H 7.218134 -5.929609 -2.557808 -0.1 0.0 0.1
H 3.170535 -0.959590 -4.746262 1.5 0.9 1.9
O -6.518659 5.136104 2.216555 0.6 0.1 0.1
H -3.975949 -4.015691 4.567359 0.1 0.0 -0.2
H -0.736866 2.209987 3.268883 0.1 0.0 0.0
H -0.389987 -6.144759 0.291231 -0.1 -0.1 0.0
H 3.491190 -5.961286 -2.218704 0.1 0.1 0.0
H 0.311263 -2.333836 2.571721 0.0 -0.1 0.0
H -0.469564 8.278681 6.336507 0.0 0.0 0.1
H 5.390595 -6.005097 -4.110515 0.0 0.1 0.1
P -1.422078 2.971072 -0.410733 -1.9 0.8 0.4
O -1.285290 7.852368 8.742673 -0.1 -0.5 -0.3
H -4.895932 4.758088 0.062349 -0.1 0.0 0.1
H -0.236610 6.415103 9.741953 0.0 0.0 -0.1
H 1.706524 -0.245662 -6.979584 0.1 -0.1 0.0
H -1.007982 3.794375 4.030744 -0.1 0.0 0.1
H -2.001833 -2.949281 1.875397 0.0 0.1 0.1
H -3.112415 -6.973222 -1.750683 0.1 -0.1 0.0
H 6.386405 -4.600167 -0.623569 0.0 0.0 0.0
H 4.041709 0.184758 -11.075061 0.1 0.1 0.0
H -0.794989 -6.457458 -1.404243 0.0 -0.1 -0.1
H -4.189468 -3.781077 2.817049 -0.1 0.1 0.0
H 0.903777 -0.044608 5.620207 0.2 0.2 0.0
C -5.541095 6.045661 1.703235 -0.3 -0.4 -0.3
P 0.353883 -0.081945 -4.220045 -4.9 0.1 -2.9
H -0.337484 5.181498 0.088607 0.1 -2.3 0.8
C 1.733209 0.578947 5.273880 -0.1 -0.1 0.4
C -0.374163 2.902438 4.033179 0.0 0.1 -0.1
C 3.791225 -0.548845 -3.814908 -1.0 -2.0 -1.6
H 1.610223 2.551933 0.146749 -0.4 2.3 0.3
H 0.043182 -10.305212 -1.558632 0.1 0.0 0.1
H 1.567404 0.817447 4.222746 0.0 0.1 0.0
C -6.285932 4.810254 3.584497 -0.3 -0.1 -0.1
O -0.626224 6.185605 6.398127 0.2 0.4 0.2
C 1.405241 3.702298 0.232530 0.1 1.2 0.1
H -6.855806 3.906623 3.819908 0.0 0.2 -0.1
H 3.162764 1.699989 -5.154302 0.7 -1.2 1.1
H 0.813369 -8.752178 -1.957530 -0.1 -0.1 0.0
H -1.782524 -1.433122 5.917489 0.1 0.0 -0.1
H -2.332772 -9.832273 -0.854704 0.0 0.2 0.0
C -1.950669 3.746475 -2.126460 0.8 -0.9 -1.0
O 1.784545 1.742762 6.095162 0.1 0.1 -0.6
H 1.744595 4.256697 -0.764236 -0.5 -1.4 2.1
O -3.690690 4.441310 1.737784 -0.3 -0.1 -0.3
H -0.107111 -2.029515 5.955279 0.0 -0.1 0.1
H -3.925462 -7.945113 -0.514086 0.0 0.0 0.0
H 0.550424 2.161955 -2.359152 -0.4 -1.3 0.7
O 2.140713 -0.113938 -10.325090 0.2 0.1 0.7
H 3.199585 -4.462375 -3.121493 0.1 0.0 0.0
H -1.662016 5.803690 8.887710 0.1 0.0 -0.1
H 2.665150 0.016679 5.379526 0.0 -0.1 -0.1
H 0.998318 1.051959 -4.860259 0.1 -0.9 1.0
H -2.744501 7.282105 7.346509 0.1 0.0 0.1
H -3.365522 -2.537477 3.799859 0.1 -0.1 0.0
H -6.641234 5.626653 4.219378 0.1 0.0 0.1
C 3.170741 0.767433 -10.760121 0.0 0.0 -0.2
C -2.601077 7.942529 8.206390 0.1 0.2 0.1
H -3.721271 2.631719 0.742844 -0.2 -0.1 0.1
H 3.107569 3.279946 6.313044 0.0 0.0 -0.1
H 1.662522 3.365930 -8.808207 0.0 -0.2 0.1
H 0.214317 2.630402 -8.083073 -0.1 0.0 -0.1
H -0.289965 -0.649921 0.562261 -1.5 1.5 -1.9
H -2.768979 8.973023 7.882229 0.1 -0.1 0.1
C -0.423819 7.404044 5.686758 -0.1 -0.3 -0.2
C 5.692506 -5.270349 -1.142553 0.4 0.1 -0.4
H 3.429971 -0.578438 -8.749624 -0.1 0.1 0.0
H 0.256471 -3.470679 3.927957 -0.2 0.0 -0.1
H -3.730560 2.547999 2.519675 0.1 0.1 -0.1
C -0.819473 6.501900 8.818525 0.4 0.5 -0.1
H -5.099389 6.640127 2.512111 0.1 -0.1 -0.1
C -4.122499 3.087274 1.653212 -0.2 -0.1 0.1
C 1.542256 0.193061 -7.969940 0.5 0.2 -0.2
C -1.214512 -6.240334 -0.421332 -0.1 0.0 0.6
H 3.034375 -4.468420 -1.350365 -0.2 -0.1 0.0
C 1.126324 2.425519 -8.650599 0.1 0.3 0.1
C -3.280510 2.892409 -2.631850 0.5 0.4 0.8
O -1.204388 -8.837006 -2.302540 -0.1 0.0 0.5
H 2.031328 -1.640570 -8.975479 0.0 0.0 0.0
O -2.290392 -4.303103 3.438706 0.0 0.7 -0.2
H 0.871241 -1.268852 -4.877258 0.3 0.8 0.9
H -0.442656 2.409118 5.006867 0.1 0.1 -0.1
H 0.469303 0.131795 -8.188549 0.1 0.0 -0.1
H -1.701313 -0.983129 -2.285790 2.4 0.5 0.2
H 0.865116 2.012086 -9.625330 0.0 -0.1 0.0
C -4.459945 5.311422 0.902525 0.2 0.3 0.6
H 3.467745 1.474816 -9.980683 0.0 -0.1 0.0
C -3.515004 -3.612071 3.661925 0.0 -0.2 0.1
H -5.233378 4.616179 3.793588 0.1 0.0 -0.1
O 0.962459 3.267714 3.706008 -0.1 -0.1 0.2
O 5.655523 -7.314332 -2.490323 0.1 0.6 -0.2
C -2.438926 -9.044892 -1.610298 0.0 0.5 -0.4
C -1.006709 -0.246098 -0.313156 0.3 -0.9 -1.0
C 0.583162 -0.162655 -2.321300 0.4 1.1 -0.4
H 4.880434 -0.958132 -3.951411 -2.1 1.0 0.3
O 4.965467 -4.474080 -2.082697 -0.2 -0.3 0.1
H -3.768517 6.054563 0.490636 0.0 0.0 0.0
H 4.032741 -1.442904 -1.731064 -2.1 0.5 -1.6
P -0.426509 -2.979912 -1.606368 1.7 -1.7 3.6
C 6.506528 -6.362882 -1.844600 -0.5 -0.3 0.3
H -3.117858 1.775892 -2.275178 -0.5 2.2 -1.0
H -0.161575 -8.894163 -0.482362 -0.1 0.0 -0.1
H -5.212589 2.998814 1.655293 0.0 0.1 0.1
H 5.017374 -5.699132 -0.392553 0.0 -0.1 -0.1
H 7.082033 -6.909674 -1.089565 0.0 0.1 0.0
H 2.296832 4.631850 4.428918 0.0 0.0 0.0
H -2.155733 4.902551 -2.010269 0.6 -2.5 -0.2
N 0.204271 1.275562 -1.908478 -3.7 -2.1 2.6
C -0.717315 1.262663 -0.890642 3.2 0.4 -1.5
H -3.168277 -9.389044 -2.351640 0.0 0.0 0.0
C 2.065129 -0.292640 -1.659665 0.2 -1.3 1.1
S 3.728662 1.315678 -3.914873 -0.2 0.1 -0.3
H 0.460655 5.132796 7.766004 0.0 0.0 0.0
H -3.330382 7.693605 8.983200 -0.1 0.0 -0.1
H -0.925638 -4.354600 1.922522 -0.1 0.1 0.0
C 5.529437 -7.063567 -3.887758 -0.1 -0.4 0.1
H -2.122263 -0.485358 -0.003738 2.4 1.0 -0.6
O 0.390112 -3.506294 -3.071475 -2.9 2.3 1.9
O -2.079072 -3.627217 -1.580119 3.1 3.2 -2.2
H 0.544889 7.374008 5.180277 0.1 0.1 0.0
H -1.761189 -5.293927 -0.457107 0.2 -0.4 0.1
H -1.062003 3.528647 -2.876914 -1.9 1.0 1.1
H -1.452485 -3.139891 5.579183 0.0 0.0 -0.1
H 3.293955 2.380428 4.799466 -0.1 0.0 0.0
H -6.066412 6.733916 1.031956 0.1 0.0 0.0
H 2.016102 4.166842 1.141143 -1.2 -1.2 -2.1
H 1.903965 -0.829273 -0.604766 0.3 1.0 -2.3
O 1.969191 1.556517 -7.898256 -0.3 -0.3 -0.1
C -0.353860 -2.809812 3.300640 -0.5 0.3 -0.3
H -4.207814 3.341742 -2.052421 1.8 -1.1 -1.4

=====

[2]
30
Properties=species:S:1:pos:R:3:forces:R:3 method="wB97M-V/def2-TZVPD" total_charge=0 mol_weight_g_mol=175.275 lumo_energy_ha=0.0334
H -0.567780 -5.000579 0.668335 0.1 0.2 -0.3
C -1.066727 -1.514327 0.711511 -0.7 0.4 -1.6
H 1.033932 3.648088 -0.042689 -0.3 0.7 -0.2
C -0.699521 -2.827505 0.234821 -0.3 -0.5 0.6
H -2.744623 0.567970 2.770210 -0.2 0.1 0.0
C -1.498264 0.634652 -0.386797 -0.1 1.9 0.3
H 3.171909 1.613933 0.813274 0.2 -0.9 -0.3
H 4.079478 1.510285 -0.828925 0.3 -0.6 0.4
H 1.254581 1.412927 -0.472956 0.1 -0.7 -0.3
C 1.983548 2.030536 -0.994930 -0.6 -0.1 0.2
C -0.813680 -4.035642 1.111381 0.2 0.0 0.3
H 0.256903 3.070958 -1.570565 -0.2 0.4 0.2
H -2.536864 2.099933 0.760319 0.1 -0.1 0.1
N -0.558359 -1.391265 -1.480695 0.3 -0.5 -0.1
H -1.416425 1.434797 -1.126430 0.2 -0.9 -0.5
H -0.168101 -3.907185 1.981993 0.1 -0.1 0.1
H 1.694855 4.081152 -1.730339 -0.1 0.2 0.5
C -2.257044 0.249063 1.861894 0.1 -0.4 0.0
H 2.119142 1.658755 -2.010713 0.0 -0.2 0.0
C 1.187046 3.360643 -1.079358 1.1 -1.2 -0.3
H -0.252149 -1.068454 -2.380165 -0.1 0.2 0.1
C -1.773275 -1.049680 1.809846 -0.1 -0.1 1.1
H -0.031222 -3.410639 -1.811534 -0.2 -0.2 0.2
C -0.977859 -0.645227 -0.414142 -0.2 -0.3 0.1
H 3.631660 2.981143 -0.005555 0.2 0.0 -0.4
C 3.313124 1.948404 -0.212526 -0.9 2.3 0.0
H -1.825417 -4.117159 1.502017 -0.2 0.0 0.0
H -1.995898 -1.716419 2.646770 0.2 0.2 -0.2
C -0.419907 -2.714796 -1.082327 0.6 0.6 -0.3
C -2.123065 1.095639 0.758274 0.1 -0.4 0.2

=====

[3]
10
Properties=species:S:1:pos:R:3:forces:R:3 method="wB97M-V/def2-TZVPD" total_charge=0 mol_weight_g_mol=128.162 lumo_energy_ha=-0.0851
N -1.612573 0.224910 -1.047623 1.6 0.0 1.3
H -0.084779 0.524569 2.299856 0.0 0.0 -0.1
N 0.372994 -0.189159 1.745835 0.1 -0.1 -0.5
S 2.072854 2.090513 0.747099 -0.7 -0.8 -0.6
S 2.350577 -1.211046 -0.181227 -0.6 0.2 0.0
H 3.207814 -0.417316 -0.824697 0.1 0.2 -0.1
P 1.130873 0.425079 0.383400 -0.7 0.4 0.4
H -0.263307 -0.952403 1.542305 -0.1 0.1 0.0
H -1.356725 -0.414172 -1.797623 0.1 0.1 -0.2
H -1.639967 1.154758 -1.461571 0.2 0.1 -0.2

=====

[4]
13
Properties=species:S:1:pos:R:3:forces:R:3 method="wB97M-V/def2-TZVPD" total_charge=0 mol_weight_g_mol=59.112 lumo_energy_ha=-0.0350
N -1.351160 -0.001012 0.694271 2.0 2.0 -0.8
H 1.130912 -0.560089 -1.026385 -1.3 -1.2 -0.1
H 2.471007 0.837078 -0.343214 1.6 0.3 0.4
H -2.928428 0.443507 -0.390883 -0.3 0.0 -1.2
H -1.664180 -0.362903 -1.476880 -0.1 0.0 -0.1
H 2.816370 -0.036001 1.363053 0.3 0.3 0.1
C 2.339128 0.068396 0.408242 -2.4 0.4 -1.2
H -1.530860 -0.881975 1.173331 0.0 -0.4 -1.1
C 1.097226 -0.519167 0.062412 2.7 0.8 1.6
C -1.869124 0.325394 -0.653543 -0.4 -0.3 2.7
H 0.626420 -0.992539 0.904973 0.1 -1.9 -0.9
H 0.298015 0.365318 0.077518 -1.8 0.1 1.1
H -1.435327 1.313997 -0.792897 -0.3 0.0 -0.7